{"formula": "C36H80BCaF4N4O4S", "method": "ωB97M-V/def2-TZVPD", "elements": ["Ca", "S", "F", "F", "F", "F", "O", "O", "O", "O", "N", "N", "N", "N", "C", "C", "C", "C", "C", "C", "C", "C", "C", "C", "C", "C", "C", "C", "C", "C", "C", "C", "C", "C", "C", "C", "C", "C", "C", "C", "C", "C", "C", "C", "C", "C", "C", "C", "C", "C", "B", "H", "H", "H", "H", "H", "H", "H", "H", "H", "H", "H", "H", "H", "H", "H", "H", "H", "H", "H", "H", "H", "H", "H", "H", "H", "H", "H", "H", "H", "H", "H", "H", "H", "H", "H", "H", "H", "H", "H", "H", "H", "H", "H", "H", "H", "H", "H", "H", "H", "H", "H", "H", "H", "H", "H", "H", "H", "H", "H", "H", "H", "H", "H", "H", "H", "H", "H", "H", "H", "H", "H", "H", "H", "H", "H", "H", "H", "H", "H", "H"], "coordinates": [[3.879, 0.486, -0.070], [1.136, -0.450, -0.289], [4.512, 0.141, 2.247], [6.449, -1.071, 1.991], [4.643, -1.968, 3.048], [4.583, -1.471, 0.798], [2.080, -0.263, -1.364], [2.026, -0.144, 0.856], [0.629, -1.761, -0.236], [-0.015, 0.435, -0.398], [1.763, -2.790, -4.243], [1.498, -0.438, 4.760], [-3.372, -0.965, 0.186], [-0.098, 5.052, -1.710], [1.559, -3.808, -3.093], [1.077, -0.513, -5.045], [1.419, -1.631, 3.734], [-1.115, 1.168, 4.297], [-0.422, 2.949, -3.956], [0.686, 3.637, -1.706], [0.288, -0.507, 5.752], [-1.383, -3.660, 2.348], [-1.270, 4.282, -3.994], [-5.569, 0.977, -0.597], [2.537, 0.055, -4.870], [-2.923, -1.343, -1.252], [-0.050, 2.586, -2.516], [-4.869, -1.243, 0.437], [-1.082, -0.250, 5.054], [3.164, -1.805, 6.173], [0.735, -1.658, -4.140], [4.460, -1.699, 7.111], [-2.422, -1.712, 1.200], [3.471, -1.123, -5.137], [-1.114, 4.301, 0.603], [-2.312, 4.267, 1.510], [1.585, -3.539, -5.591], [0.882, 6.105, -1.147], [-0.052, -5.405, -1.817], [0.113, -4.286, -2.889], [3.223, -2.219, -4.147], [0.133, 1.273, 3.258], [-4.101, 1.400, -0.619], [2.799, -0.447, 5.533], [-2.299, -3.267, 1.158], [-3.292, 0.582, 0.514], [1.490, 0.930, 3.957], [-1.351, 4.984, -0.768], [-0.513, 5.397, -3.214], [-5.754, -0.548, -0.547], [5.083, -1.116, 2.036], [0.845, 3.284, -0.687], [-5.119, -0.861, 1.427], [-2.817, -1.299, 2.128], [0.224, 2.267, 2.820], [-1.581, -3.168, 3.301], [4.850, -2.639, 7.501], [1.558, 6.361, -1.964], [-0.785, 3.268, 0.487], [1.887, -2.853, -6.383], [1.522, 5.678, -0.375], [3.452, -2.472, 5.361], [2.632, 0.837, -5.624], [-1.428, 4.529, -5.044], [-1.787, 5.973, -0.621], [0.417, -5.298, -0.839], [-0.008, 0.661, 2.367], [-1.114, -5.350, -1.580], [0.488, 0.160, 6.591], [0.408, 5.460, -3.793], [-2.135, 3.675, 2.408], [-2.254, 0.884, 0.377], [-3.560, 1.292, -1.559], [4.463, -0.685, -5.024], [-1.433, -1.280, 1.051], [5.226, -1.232, 6.492], [-3.933, 2.466, -0.464], [-2.669, 5.229, 1.879], [-0.284, -4.605, -3.853], [1.602, 1.619, 4.794], [1.645, 3.757, -2.210], [-1.035, 6.350, -3.127], [-0.505, -3.408, -2.705], [-4.988, -2.326, 0.457], [3.504, 0.010, 4.838], [2.008, -3.402, -2.186], [-1.323, -1.048, 4.352], [0.570, -1.395, 3.091], [1.192, -2.559, 4.258], [-0.293, -1.991, -4.280], [0.309, 6.987, -0.863], [-6.229, 1.299, -1.403], [-2.045, 1.209, 3.730], [-5.719, -0.818, -1.602], [2.295, -4.360, -5.500], [-1.549, -4.730, 2.476], [-0.308, 4.738, 1.192], [0.190, -6.435, -2.079], [3.444, -1.789, -3.170], [-3.224, -3.760, 1.457], [0.538, -3.806, -5.736], [-1.150, 1.957, 5.048], [-0.352, -3.634, 1.995], [3.932, -3.045, -4.199], [-3.512, 0.828, 1.552], [-6.119, 1.421, 0.233], [-6.794, -0.741, -0.283], [0.470, 0.330, -4.715], [0.502, 3.107, -4.513], [-0.965, 2.106, -4.382], [0.847, -0.620, -6.105], [2.329, -2.237, 6.725], [-3.188, 3.908, 0.970], [-2.143, 4.496, -1.336], [0.804, -1.253, -3.131], [4.267, -1.053, 7.967], [-3.217, -2.368, -1.476], [2.341, -1.619, 3.153], [-1.949, -3.670, 0.208], [-1.898, -0.412, 5.759], [2.707, 0.588, -3.935], [-1.834, -1.349, -1.313], [2.360, 0.920, 3.300], [2.239, -4.654, -3.192], [2.703, 0.343, 6.278], [-0.888, 2.132, -1.987], [-3.335, -0.663, -1.998], [0.593, 1.706, -2.535], [-2.189, 4.155, -3.421], [3.428, -1.477, -6.167], [0.342, -1.528, 6.129]], "forces_ev_per_angstrom": [[-0.3, -0.9, 0.6], [-2.0, 0.7, 1.5], [-0.5, 2.2, 0.0], [0.0, 0.4, -0.2], [-0.2, 0.2, -0.4], [-0.6, -0.8, -2.3], [2.8, 1.0, -4.0], [0.0, 1.0, 2.3], [-0.6, -3.6, 0.2], [-0.2, 1.7, 0.2], [-0.1, -0.6, 0.2], [-1.1, -0.1, -1.1], [0.1, 0.6, 0.3], [0.5, -1.3, 0.5], [0.4, -0.1, 0.5], [0.6, 2.1, 0.3], [-0.4, 1.6, 0.8], [1.1, -1.8, -0.4], [-0.4, 1.3, 0.9], [-1.2, 0.7, -0.9], [0.0, -0.5, -1.3], [0.4, -1.1, -1.5], [0.8, -1.0, 1.8], [-0.8, 0.0, 0.3], [-1.5, -1.0, -1.4], [-0.1, 0.2, 0.8], [-0.4, -0.8, 0.0], [0.9, -0.9, -0.2], [0.9, 0.9, -0.7], [1.6, 0.2, 0.1], [0.9, 0.2, 0.5], [-1.2, 0.7, -1.0], [-0.8, 0.3, -0.7], [0.6, 1.2, -0.2], [0.8, -0.2, -0.2], [-1.4, 0.5, 0.0], [0.8, 1.0, 1.1], [-0.4, -0.5, -1.4], [-0.8, 0.5, 0.1], [0.9, 0.1, -0.3], [-0.2, -0.3, 0.3], [-0.3, -0.7, 1.5], [0.4, -0.7, 1.4], [-0.2, 0.2, 0.5], [-0.8, 1.2, 1.6], [0.9, 0.4, -3.0], [-1.5, -0.7, 1.1], [0.2, -0.5, -0.1], [0.6, -0.8, 0.2], [-0.6, 1.0, -1.0], [1.4, -1.6, 2.4], [-0.1, 0.4, 0.0], [0.3, -0.1, 0.1], [0.1, -0.6, 0.4], [0.0, 0.3, 0.4], [0.1, 0.2, -0.3], [-0.4, -0.1, -0.3], [-0.1, 0.1, 0.0], [-0.1, -0.2, -0.4], [-0.1, -0.2, 0.0], [-0.6, 0.0, 0.3], [-0.2, -0.2, 0.0], [0.3, -0.2, -0.2], [-0.2, 0.5, 0.3], [0.7, 0.4, -0.1], [0.4, 0.8, -0.2], [-0.2, -0.4, 0.2], [-0.1, -0.5, 0.0], [0.0, 0.2, -0.3], [0.4, 0.7, 0.6], [0.0, -0.2, -0.2], [0.3, -0.4, 0.0], [-0.3, -0.6, -0.2], [0.4, -0.7, 0.1], [0.0, 0.1, -0.3], [0.2, -0.1, 0.2], [-0.4, 0.0, 0.6], [0.5, 0.3, -0.1], [0.1, -0.6, 0.0], [0.4, 0.3, -0.2], [0.1, 0.8, 0.1], [0.0, -0.1, -0.3], [0.0, -0.1, 0.8], [-0.1, 0.0, -0.2], [0.5, -0.9, -0.1], [-0.6, 0.8, 0.1], [0.5, 0.0, -0.4], [0.2, -0.1, -0.1], [0.4, 0.1, 0.1], [0.3, -0.5, -0.3], [0.2, -0.2, 0.2], [0.7, 0.3, -0.5], [0.0, 0.1, 0.0], [0.6, -1.0, 0.2], [-0.4, -0.2, -0.5], [-0.1, 0.0, 0.4], [0.2, 0.5, -0.4], [0.0, 0.2, -0.7], [-1.0, -0.2, 0.4], [-0.5, 0.3, -0.7], [0.3, -0.2, 0.2], [0.3, 0.1, -0.2], [0.2, 0.6, 0.5], [-0.3, -0.3, -0.5], [-0.7, -0.6, -0.1], [0.5, 0.1, 0.6], [0.0, -0.1, 0.2], [-0.6, -0.2, 0.0], [0.0, 0.0, -0.3], [0.0, 0.2, -0.2], [0.1, -0.4, 0.0], [0.0, 0.1, 0.0], [0.0, -0.5, 0.1], [0.2, -0.5, 0.1], [0.1, -0.4, 0.2], [0.0, 0.1, 0.0], [-0.5, 0.1, 0.3], [-0.1, -0.2, 0.2], [0.1, 0.2, 0.1], [0.2, 0.7, 0.4], [-0.1, -0.6, 0.4], [0.1, 0.4, 0.4], [-0.2, -0.1, 0.0], [-0.1, -0.2, -1.0], [-0.3, -0.1, 0.3], [-0.4, 0.5, 0.2], [-0.1, -0.2, 0.3], [0.4, 0.0, 0.0], [-0.5, -0.4, -0.7], [-0.2, 0.2, 0.0], [-0.2, 0.1, 0.1]], "total_charge": 3, "e_tot_ha": -3439.2168, "lumo_ev": -7.52, "homo_lumo_gap_ev": 8.392, "e_above_lowest_ev": 0.0000, "fmax_ha_per_bohr": 0.0968, "spin_multiplicity": 1}